[1]
A molecular structure, C6H22LiN8O6 at a distorted geometry. Source: OMol25; level of theory: ωB97M-V/def2-TZVPD.

## Properties
energy relative to the best compared isomer or geometry (same formula, charge and spin) = 0.000 eV
max |F| = 0.0243 hartree/bohr
net charge = +1
E_LUMO = -1.92 eV

Positions of all 43 atoms, in Å:
Li (-19.850, -16.688, 5.870)
C (-19.951, -12.541, 4.721)
C (-20.559, -13.906, 4.465)
O (-19.591, -14.915, 4.718)
O (-18.765, -12.437, 3.956)
H (-19.729, -12.420, 5.790)
H (-20.685, -11.752, 4.525)
H (-20.800, -13.907, 3.393)
H (-21.474, -14.045, 5.033)
H (-18.824, -14.622, 4.210)
H (-18.857, -11.731, 3.312)
C (-19.032, -18.807, 3.829)
O (-19.017, -18.056, 4.804)
N (-19.805, -18.555, 2.741)
N (-18.274, -19.948, 3.800)
H (-20.530, -17.860, 2.829)
H (-19.668, -19.052, 1.881)
H (-18.339, -20.607, 3.047)
H (-17.923, -20.252, 4.690)
C (-21.182, -14.879, 7.868)
O (-21.158, -15.865, 7.133)
N (-22.350, -14.372, 8.365)
N (-20.033, -14.205, 8.169)
H (-23.142, -14.970, 8.512)
H (-22.327, -13.505, 8.872)
H (-19.229, -14.495, 7.631)
H (-20.113, -13.359, 8.702)
C (-22.969, -17.697, 4.549)
O (-21.860, -17.249, 4.279)
N (-23.145, -18.956, 5.078)
N (-24.115, -17.007, 4.260)
H (-23.879, -19.094, 5.751)
H (-22.284, -19.449, 5.242)
H (-24.045, -16.006, 4.209)
H (-25.007, -17.377, 4.542)
C (-17.249, -16.638, 7.553)
O (-18.249, -16.213, 6.974)
N (-17.275, -17.697, 8.422)
N (-16.024, -16.065, 7.395)
H (-18.143, -18.182, 8.551)
H (-16.598, -17.677, 9.164)
H (-15.219, -16.524, 7.782)
H (-15.854, -15.335, 6.729)

Listed below, in e, are the natural (NBO) charges computed for each atom:
1 Li 0.889
2 C -0.096
3 C -0.086
4 O -0.746
5 O -0.740
6 H 0.166
7 H 0.179
8 H 0.167
9 H 0.192
10 H 0.495
11 H 0.488
12 C 0.799
13 O -0.746
14 N -0.838
15 N -0.833
16 H 0.443
17 H 0.393
18 H 0.396
19 H 0.409
20 C 0.792
21 O -0.735
22 N -0.835
23 N -0.840
24 H 0.413
25 H 0.390
26 H 0.441
27 H 0.392
28 C 0.793
29 O -0.705
30 N -0.838
31 N -0.825
32 H 0.393
33 H 0.403
34 H 0.406
35 H 0.391
36 C 0.805
37 O -0.737
38 N -0.835
39 N -0.824
40 H 0.413
41 H 0.397
42 H 0.396
43 H 0.417

***

[2]
A molecular structure, C32H88AsF6N8O8 at a distorted geometry. Source: OMol25; level of theory: ωB97M-V/def2-TZVPD.

## Properties
energy relative to the best compared isomer or geometry (same formula, charge and spin) = 2.871 eV
max |F| = 0.0623 hartree/bohr
net charge = -1
E_LUMO = 2.15 eV

Positions of all 143 atoms, in Å:
As (-1.521, 0.937, 0.208)
F (-1.296, 2.516, -0.621)
F (-3.260, 1.220, 0.245)
F (-1.722, -0.684, 0.942)
F (0.258, 0.758, 0.299)
F (-1.310, 1.784, 1.746)
F (-1.395, 0.210, -1.456)
C (-6.805, 1.127, 3.446)
C (-8.197, 1.525, 2.799)
C (-8.994, 2.544, 3.560)
O (-9.315, 1.972, 4.749)
C (-9.783, 2.840, 5.745)
N (-7.811, 1.986, 1.433)
H (-6.903, 0.829, 4.490)
H (-6.150, 1.996, 3.377)
H (-6.311, 0.318, 2.908)
H (-8.726, 0.591, 2.607)
H (-9.923, 2.780, 3.040)
H (-8.362, 3.416, 3.728)
H (-9.598, 2.405, 6.727)
H (-10.833, 3.108, 5.624)
H (-9.213, 3.769, 5.747)
H (-6.882, 1.608, 1.316)
H (-7.493, 2.931, 1.593)
C (5.746, 0.589, -3.261)
C (5.011, 0.257, -1.921)
C (5.106, 1.359, -0.824)
O (4.302, 2.543, -1.128)
C (4.130, 3.299, 0.068)
N (3.648, -0.057, -2.258)
H (5.207, 1.329, -3.855)
H (5.670, -0.248, -3.955)
H (6.780, 0.907, -3.129)
H (5.325, -0.696, -1.494)
H (6.150, 1.668, -0.773)
H (4.831, 0.805, 0.073)
H (4.095, 4.322, -0.307)
H (4.930, 3.184, 0.800)
H (3.181, 2.961, 0.484)
H (3.262, 0.849, -2.484)
H (3.175, -0.316, -1.405)
C (2.115, -5.138, 1.518)
C (2.541, -6.277, 0.641)
C (3.257, -7.471, 1.268)
O (4.518, -6.905, 1.758)
C (5.223, -7.793, 2.589)
N (1.322, -6.729, -0.009)
H (1.508, -5.433, 2.373)
H (1.580, -4.417, 0.899)
H (3.005, -4.658, 1.924)
H (3.190, -5.834, -0.115)
H (3.370, -8.281, 0.547)
H (2.679, -7.925, 2.074)
H (6.166, -7.354, 2.913)
H (5.514, -8.628, 1.951)
H (4.588, -8.041, 3.440)
H (0.751, -7.288, 0.610)
H (1.598, -7.309, -0.788)
C (2.742, -4.365, 6.279)
C (1.624, -3.503, 6.905)
C (0.533, -3.073, 5.869)
O (-0.271, -2.003, 6.478)
C (-1.335, -1.668, 5.682)
N (1.021, -4.210, 7.994)
H (2.424, -5.111, 5.551)
H (3.229, -4.961, 7.051)
H (3.405, -3.640, 5.805)
H (2.075, -2.575, 7.255)
H (-0.082, -3.921, 5.569)
H (1.001, -2.662, 4.974)
H (-1.966, -2.529, 5.462)
H (-0.895, -1.293, 4.758)
H (-1.964, -0.840, 6.012)
H (0.371, -4.880, 7.607)
H (0.343, -3.629, 8.466)
C (-2.674, 2.934, -5.681)
C (-2.101, 1.957, -6.729)
C (-1.659, 2.648, -8.028)
O (-0.845, 1.701, -8.796)
C (-0.758, 2.072, -10.179)
N (-1.022, 1.189, -6.144)
H (-2.709, 2.462, -4.699)
H (-3.608, 3.366, -6.038)
H (-1.911, 3.712, -5.634)
H (-2.927, 1.264, -6.887)
H (-0.998, 3.478, -7.779)
H (-2.518, 3.048, -8.566)
H (-0.203, 1.409, -10.843)
H (-0.427, 3.107, -10.260)
H (-1.755, 2.100, -10.619)
H (-1.422, 0.933, -5.253)
H (-0.361, 1.811, -5.700)
C (-4.051, -4.460, -3.171)
C (-2.867, -5.441, -2.943)
C (-2.808, -6.625, -3.982)
O (-4.020, -7.338, -3.947)
C (-4.173, -8.256, -4.982)
N (-1.646, -4.677, -3.042)
H (-5.051, -4.875, -3.041)
H (-4.055, -3.999, -4.159)
H (-4.052, -3.601, -2.501)
H (-2.868, -5.863, -1.938)
H (-1.936, -7.247, -3.778)
H (-2.674, -6.151, -4.954)
H (-4.979, -8.948, -4.736)
H (-3.285, -8.879, -5.088)
H (-4.321, -7.747, -5.934)
H (-1.917, -3.811, -2.597)
H (-0.979, -5.163, -2.460)
C (1.954, 2.998, 7.436)
C (1.686, 3.389, 5.966)
C (2.468, 4.655, 5.565)
O (2.460, 5.537, 6.669)
C (2.894, 6.962, 6.408)
N (1.976, 2.225, 5.151)
H (1.333, 2.123, 7.628)
H (1.726, 3.743, 8.198)
H (2.945, 2.570, 7.585)
H (0.615, 3.572, 5.888)
H (1.891, 5.102, 4.756)
H (3.467, 4.403, 5.210)
H (2.376, 7.444, 5.579)
H (3.979, 7.046, 6.342)
H (2.441, 7.451, 7.269)
H (1.538, 1.394, 5.523)
H (1.522, 2.432, 4.273)
C (2.066, 6.332, -3.600)
C (2.130, 5.174, -4.614)
C (3.415, 5.139, -5.439)
O (3.592, 6.452, -6.006)
C (4.767, 6.628, -6.766)
N (1.852, 3.927, -3.944)
H (3.052, 6.424, -3.145)
H (1.269, 6.140, -2.883)
H (1.949, 7.309, -4.069)
H (1.386, 5.314, -5.398)
H (3.385, 4.368, -6.209)
H (4.266, 4.939, -4.788)
H (5.624, 6.032, -6.452)
H (5.147, 7.649, -6.788)
H (4.536, 6.344, -7.793)
H (2.629, 3.724, -3.332)
H (1.060, 4.049, -3.329)

Atomic partial charges in e from the Mulliken method, atoms 1 to 99:
1 As 2.087
2 F -0.515
3 F -0.498
4 F -0.518
5 F -0.541
6 F -0.499
7 F -0.532
8 C -1.419
9 C 0.352
10 C -0.605
11 O -0.283
12 C -0.762
13 N -0.735
14 H 0.326
15 H 0.377
16 H 0.392
17 H 0.232
18 H 0.335
19 H 0.354
20 H 0.249
21 H 0.273
22 H 0.334
23 H 0.273
24 H 0.311
25 C -1.279
26 C 0.226
27 C -0.738
28 O -0.198
29 C -0.795
30 N -0.714
31 H 0.165
32 H 0.410
33 H 0.342
34 H 0.424
35 H 0.339
36 H 0.435
37 H 0.191
38 H 0.371
39 H 0.287
40 H 0.247
41 H 0.285
42 C -1.576
43 C 0.522
44 C -0.690
45 O -0.302
46 C -0.735
47 N -0.632
48 H 0.297
49 H 0.384
50 H 0.371
51 H 0.272
52 H 0.392
53 H 0.366
54 H 0.241
55 H 0.299
56 H 0.299
57 H 0.239
58 H 0.261
59 C -1.436
60 C 0.485
61 C -0.776
62 O -0.351
63 C -0.752
64 N -0.788
65 H 0.235
66 H 0.410
67 H 0.357
68 H 0.319
69 H 0.362
70 H 0.453
71 H 0.305
72 H 0.324
73 H 0.275
74 H 0.269
75 H 0.309
76 C -1.323
77 C 0.448
78 C -0.705
79 O -0.300
80 C -0.782
81 N -0.659
82 H 0.443
83 H 0.354
84 H 0.248
85 H 0.293
86 H 0.261
87 H 0.377
88 H 0.272
89 H 0.306
90 H 0.306
91 H 0.247
92 H 0.219
93 C -1.448
94 C 0.533
95 C -0.717
96 O -0.290
97 C -0.760
98 N -0.708
99 H 0.331

***

[3]
2 unconnected molecules or ions with the total composition C2H8NO at a distorted geometry. Source: OMol25; level of theory: ωB97M-V/def2-TZVPD.

## Properties
energy relative to the best compared isomer or geometry (same formula, charge and spin) = 1.419 eV
max |F| = 0.0537 hartree/bohr
net charge = -1
E_LUMO = 4.17 eV

Positions of all 12 atoms, in Å:
O (2.641, 1.370, 0.320)
H (2.853, 1.104, -0.572)
C (0.361, -0.553, 0.682)
N (-0.442, -0.744, -0.567)
C (-1.642, -0.015, -0.411)
H (-0.406, -0.561, 1.505)
H (0.933, 0.458, 0.658)
H (1.160, -1.311, 0.713)
H (0.234, -0.355, -1.235)
H (-1.350, 1.014, -0.182)
H (-2.249, 0.092, -1.382)
H (-2.094, -0.499, 0.471)

Listed below, in e, are the natural (NBO) charges computed for each atom:
1 O -1.340
2 H 0.386
3 C -0.484
4 N -0.661
5 C -0.412
6 H 0.145
7 H 0.297
8 H 0.192
9 H 0.354
10 H 0.166
11 H 0.173
12 H 0.183